#P
Molecular formula: H18O9
Method: DFT, ωB97M-V/def2-TZVPD

Structure (XYZ):
```
27
Properties=species:S:1:pos:R:3:lowdin_charge:R:1
H -1.03 -1.56 -0.85 0.0502
H -1.52 -0.13 -1.04 0.0358
H 0.84 3.04 -1.72 0.0186
H 0.16 3.67 -2.94 0.0367
H 2.35 -1.66 1.43 0.0524
H 3.38 -2.50 0.69 0.0590
H -0.96 3.79 1.72 0.0418
H -1.45 2.89 0.60 0.0349
H -5.51 -0.73 -0.63 0.0292
H -6.29 -2.01 -0.41 0.0328
H 2.24 -3.05 -2.47 0.0369
H 2.50 -3.16 -0.98 0.0195
H -0.52 -0.73 2.23 0.0163
H -1.97 -1.12 2.00 0.0472
H 0.80 1.03 1.37 0.0227
H 2.02 1.17 2.26 0.0461
H 2.66 0.86 -1.22 0.0382
H 2.83 0.29 0.18 0.0177
O -1.53 -0.86 -0.41 -0.0869
O 0.82 3.85 -2.25 -0.0581
O 2.65 -1.88 0.54 -0.0824
O -1.06 2.86 1.48 -0.0489
O -6.25 -1.23 -0.97 -0.0636
O 2.34 -2.51 -1.68 -0.0775
O -1.10 -1.14 1.58 -0.0904
O 1.19 0.68 2.17 -0.0540
O 2.41 0.11 -0.67 -0.0742
```

Computed properties:
- lowest unoccupied orbital energy (eV) = 0.105
- total charge = 0
- multiplicity = 1

=====

#Q
Molecular formula: H18O9
Method: DFT, ωB97M-V/def2-TZVPD

Structure (XYZ):
```
27
Properties=species:S:1:pos:R:3:lowdin_charge:R:1
O 0.72 -2.02 0.20 -0.0408
H 1.18 -2.30 -0.60 0.0592
H 0.00 -2.68 0.18 0.0556
O -1.93 -1.54 -1.82 -0.0432
H -1.46 -1.87 -2.58 0.0346
H -2.43 -0.76 -2.08 0.0539
O 1.61 1.75 1.73 -0.0504
H 1.40 2.58 2.18 0.0556
H 2.57 1.81 1.64 0.0450
O -0.54 0.94 -0.63 -0.0604
H 0.23 1.36 -0.22 0.0312
H -0.56 0.01 -0.37 -0.0165
O -0.54 0.42 -3.96 -0.0436
H 0.11 1.03 -3.61 0.0332
H -0.47 -0.36 -3.41 -0.0027
O 3.26 -0.58 1.97 -0.0639
H 2.68 -0.16 1.35 -0.0211
H 2.78 -0.69 2.81 0.0127
O -1.03 3.45 -1.63 -0.0669
H -0.72 2.68 -2.11 -0.0018
H -1.88 3.08 -1.35 0.0335
O 1.28 -1.72 3.50 -0.0560
H 0.42 -1.35 3.74 0.0580
H 1.06 -1.93 2.58 0.0208
O -2.75 -0.63 1.02 -0.0427
H -1.87 -0.73 0.67 -0.0230
H -3.15 0.22 0.82 0.0397
```

Computed properties:
- lowest unoccupied orbital energy (eV) = -0.180
- total charge = 0
- multiplicity = 1

=====

Which is the most stable structure? #Q is the most stable.

=====

#P
Molecular formula: H18O9
Method: DFT, ωB97M-V/def2-TZVPD

Structure (XYZ):
```
27
Properties=species:S:1:pos:R:3:lowdin_charge:R:1
O 14.50 0.93 12.32 -0.0492
H 14.33 -0.02 12.33 0.0462
H 15.07 1.07 11.56 -0.0197
O 15.98 0.99 9.78 -0.0529
H 15.12 1.15 9.38 0.0747
H 16.57 0.84 9.02 0.0676
O 17.26 -2.38 12.93 -0.0699
H 16.76 -1.91 13.61 0.0265
H 17.85 -1.70 12.54 -0.0070
O 21.28 -0.22 9.26 -0.0572
H 20.47 0.22 9.55 -0.0065
H 21.16 -0.39 8.32 0.0376
O 18.25 -0.24 11.26 -0.0532
H 17.57 0.12 10.67 0.0158
H 18.82 0.51 11.51 0.0342
O 16.40 -2.73 9.19 -0.0630
H 16.61 -2.34 10.06 0.0130
H 15.50 -3.06 9.28 0.0373
O 20.29 1.87 11.19 -0.0391
H 19.87 2.70 10.92 0.0581
H 21.21 2.11 11.37 0.0681
O 17.05 2.39 13.00 -0.0516
H 16.75 1.49 12.85 0.0030
H 17.00 2.82 12.14 0.0282
O 19.18 -2.86 10.46 -0.0612
H 19.29 -1.90 10.57 -0.0081
H 18.99 -2.97 9.53 0.0284
```

Computed properties:
- lowest unoccupied orbital energy (eV) = -0.410
- total charge = 0
- multiplicity = 1

=====

#Q
Molecular formula: H18O9
Method: DFT, ωB97M-V/def2-TZVPD

Structure (XYZ):
```
27
Properties=species:S:1:pos:R:3:lowdin_charge:R:1
O 25.63 0.49 14.96 -0.0544
H 25.01 1.14 14.62 -0.0071
H 25.98 0.90 15.76 0.0298
O 22.19 1.60 14.59 -0.0624
H 21.24 1.47 14.41 -0.0054
H 22.23 1.79 15.53 0.0444
O 19.51 1.43 13.64 -0.0572
H 18.78 1.33 14.27 0.0525
H 19.07 1.68 12.81 0.0034
O 23.30 1.71 8.91 -0.0752
H 23.34 1.36 9.80 -0.0136
H 22.46 1.41 8.57 0.0240
O 23.13 -2.17 11.18 -0.0595
H 22.19 -2.28 11.03 0.0264
H 23.18 -1.58 11.94 0.0197
O 21.04 4.00 11.68 -0.0314
H 21.82 4.55 11.55 0.0618
H 20.90 4.01 12.63 0.0563
O 18.84 2.38 11.14 -0.0455
H 19.54 3.04 11.09 0.0035
H 18.07 2.83 10.78 0.0602
O 22.90 1.20 11.71 -0.0449
H 23.45 1.63 12.37 0.0092
H 22.05 1.64 11.78 0.0241
O 24.22 3.27 13.58 -0.0461
H 23.44 3.81 13.63 0.0279
H 24.71 3.61 12.82 0.0593
```

Computed properties:
- lowest unoccupied orbital energy (eV) = -0.237
- total charge = 0
- multiplicity = 1

=====

#R
Molecular formula: H18O9
Method: DFT, ωB97M-V/def2-TZVPD

Structure (XYZ):
```
27
Properties=species:S:1:pos:R:3:lowdin_charge:R:1
O -1.02 0.86 -1.78 -0.0350
H -0.37 0.80 -2.50 0.1036
H -1.50 1.68 -1.95 0.0755
O -3.47 0.16 -3.01 -0.0641
H -2.71 0.25 -2.41 -0.0116
H -4.13 0.78 -2.67 0.0330
O -0.47 3.40 0.54 -0.0397
H -0.80 4.30 0.61 0.0615
H -0.37 3.25 -0.41 0.0408
O -0.94 -2.34 2.02 -0.0465
H -1.34 -1.67 2.58 0.0744
H -0.30 -2.79 2.60 0.0698
O -0.42 -4.27 -0.09 -0.0583
H 0.50 -4.53 0.05 0.0329
H -0.66 -3.77 0.70 -0.0155
O 2.75 -1.19 0.76 -0.0576
H 1.83 -0.88 0.86 -0.0123
H 2.83 -1.93 1.36 0.0311
O 1.30 1.78 1.83 -0.0904
H 0.76 2.58 1.68 -0.0045
H 0.84 1.06 1.37 -0.0247
O -0.03 -0.29 0.41 -0.0814
H -0.65 -1.02 0.55 0.0325
H -0.27 0.07 -0.48 0.0228
O 2.96 1.14 -1.25 -0.0608
H 3.30 1.88 -0.73 0.0378
H 2.37 0.68 -0.64 -0.0131
```

Computed properties:
- lowest unoccupied orbital energy (eV) = -0.278
- total charge = 0
- multiplicity = 1

=====

#S
Molecular formula: H18O9
Method: DFT, ωB97M-V/def2-TZVPD

Structure (XYZ):
```
27
Properties=species:S:1:pos:R:3:lowdin_charge:R:1
O -1.37 -1.13 2.42 0.0012
H -2.19 -0.68 2.43 0.0175
H -0.92 -0.50 1.94 -0.0455
O 2.23 -0.15 -1.57 -0.0712
H 2.31 -0.16 -2.55 0.0737
H 2.77 0.63 -1.30 0.0814
O -1.36 0.97 -2.22 -0.0195
H -1.93 1.21 -2.95 0.0546
H -0.70 1.55 -1.91 -0.0107
O 2.14 -3.06 -1.98 -0.0531
H 1.22 -3.20 -2.13 0.0067
H 2.01 -2.24 -1.45 0.0099
O -3.32 0.63 0.06 -0.0609
H -2.97 0.80 1.03 0.0896
H -2.73 1.01 -0.53 -0.0745
O 2.86 0.52 2.87 -0.0147
H 2.61 0.36 2.02 -0.0587
H 1.98 0.80 3.14 0.0306
O -0.63 -3.06 0.20 -0.0368
H -0.73 -2.39 0.92 0.0211
H -0.44 -2.66 -0.61 -0.0291
O -0.79 2.72 0.24 -0.0987
H -1.52 3.38 -0.01 0.1130
H -0.12 3.46 0.28 0.0892
O 0.58 0.31 0.90 0.0092
H 0.95 -0.13 0.21 -0.0293
H 0.06 1.02 0.55 0.0049
```

Computed properties:
- lowest unoccupied orbital energy (eV) = -0.660
- total charge = 0
- multiplicity = 1

=====

Which is the most stable structure? #Q is the most stable.

=====

#P
Molecular formula: C2H9NO4
Method: DFT, ωB97M-V/def2-TZVPD

Structure (XYZ):
```
16
Properties=species:S:1:pos:R:3:lowdin_charge:R:1
O -1.72 -1.24 -0.59 0.0445
C -0.80 -1.45 0.16 -0.3637
N -0.15 -0.50 0.89 0.0418
C -0.69 0.85 1.01 -0.2302
O -0.36 1.67 -0.10 -0.0548
H -0.49 -2.45 0.43 0.1241
H 0.80 -0.57 1.18 0.1139
H -1.76 0.75 1.10 0.1277
H -0.13 1.28 1.84 0.1268
H -0.81 1.30 -0.87 0.0706
H 2.81 -3.01 2.22 0.0361
H 3.19 -1.59 2.54 0.0311
O 3.31 -2.27 1.86 -0.0618
H 0.06 2.23 -2.33 0.0063
H -0.14 3.51 -3.07 0.0410
O -0.37 2.57 -3.12 -0.0535
```

Computed properties:
- lowest unoccupied orbital energy (eV) = 0.289
- total charge = 0
- multiplicity = 1

=====

#Q
Molecular formula: C2H9NO4
Method: DFT, ωB97M-V/def2-TZVPD

Structure (XYZ):
```
16
Properties=species:S:1:pos:R:3:lowdin_charge:R:1
O 0.13 -1.16 0.25 0.0932
C -0.20 -0.07 0.63 -0.4798
O -0.40 0.96 -0.24 0.0935
C -0.78 0.28 2.01 -0.1985
N -1.64 -0.73 2.53 0.0211
H 0.05 0.84 -1.07 0.1057
H 0.08 0.51 2.65 0.1290
H -1.32 1.22 1.90 0.1179
H -2.32 -1.02 1.85 0.0762
H -1.20 -1.55 2.89 0.0740
H -0.33 -1.89 -3.23 0.0387
H -0.65 -1.85 -1.72 0.0067
O -0.83 -2.37 -2.54 -0.0834
H 3.44 2.92 -2.25 0.0305
H 3.22 1.63 -1.58 0.0122
O 2.76 2.28 -2.07 -0.0369
```

Computed properties:
- lowest unoccupied orbital energy (eV) = 0.380
- total charge = 0
- multiplicity = 1

=====

Which is the most stable structure? #Q is the most stable.